Record 1
The following is a DFT calculation (ωB97M-V/def2-TZVPD) of one molecule with the formula C2H4N2O at a distorted geometry.

XYZ file:
```
9
Properties=species:S:1:pos:R:3
C 1.372 0.249 0.320
C -0.005 0.577 -0.477
N -1.555 -0.794 0.505
N -0.874 -0.575 -0.507
O 2.096 -0.647 -0.063
H 1.412 0.893 1.127
H -0.539 1.167 0.241
H 0.268 0.795 -1.446
H -2.176 -1.665 0.300
```

HOMO level (spin up / spin down) in eV: -7.02 / -9.92
HOMO-LUMO gap (spin up / spin down) in eV: 7.7 / 8.4
Multiplicity: 3
E_LUMO (spin up / spin down) in hartree: 0.0258 / -0.0542

Record 2
The following is a DFT calculation (ωB97M-V/def2-TZVPD) of a 2-piece molecular cluster, C2H4N2O overall at a distorted geometry.

XYZ file:
```
9
Properties=species:S:1:pos:R:3
C -1.412 -1.872 -0.521
C 0.962 1.380 0.284
N 0.181 -0.819 0.579
N 0.171 0.228 0.049
O -2.095 -1.216 -1.188
H -1.355 -2.935 -0.453
H 0.731 1.938 1.306
H 0.847 2.274 -0.504
H 1.970 1.022 0.447
```

HOMO level (spin up / spin down) in eV: -5.91 / -11.61
HOMO-LUMO gap (spin up / spin down) in eV: 6.7 / 11.2
Multiplicity: 3
E_LUMO (spin up / spin down) in hartree: 0.0301 / -0.0137

Record 3
The following is a DFT calculation (ωB97M-V/def2-TZVPD) of one molecule with the formula C2H4N2O2 at a distorted geometry.

XYZ file:
```
10
Properties=species:S:1:pos:R:3
C -1.435 1.056 0.083
C 0.864 0.113 -0.081
N 1.249 -1.087 0.366
N -0.564 0.049 -0.426
O 1.500 1.122 -0.182
O -0.987 -1.038 -0.886
H -2.480 0.955 -0.114
H -0.948 1.961 0.386
H 0.589 -1.850 0.279
H 2.213 -1.280 0.575
```

HOMO level (spin up / spin down) in eV: -9.14 / -9.14
SMILES string: C=[N+]([O-])C(N)=O
HOMO-LUMO gap (spin up / spin down) in eV: 8.9 / 8.9
E_LUMO (spin up / spin down) in hartree: -0.0078 / -0.0078

Q: Number 2 is which compound?
A: C2H4N2O